Below is a structure of composition C33H43N6O6PdTe, with properties calculated with ωB97M-V/def2-TZVPD.

```
90
Properties=species:S:1:pos:R:3:forces:R:3
Pd 2.055681 1.735367 -1.421339 0.057 -0.011 -0.016
O 0.817575 3.442129 -2.315585 -0.025 -0.018 0.007
C 1.311055 4.798662 -2.218580 0.003 0.004 0.004
C 1.118796 5.400200 -0.841713 -0.006 -0.002 0.000
C 1.690289 4.551399 0.301774 -0.006 0.011 -0.012
C 3.151642 4.238984 0.142029 0.004 -0.001 0.011
C 4.118408 5.098809 0.647859 -0.005 -0.003 0.000
C 5.459565 4.800392 0.490117 0.005 0.003 -0.001
C 5.812274 3.633841 -0.171012 -0.004 0.000 -0.001
C 4.805713 2.823372 -0.651636 0.007 -0.004 -0.004
N 3.506014 3.117435 -0.508832 -0.006 -0.002 0.014
H -0.123198 3.411537 -2.097485 0.001 -0.005 0.003
H 0.815648 5.406325 -2.976631 0.001 -0.001 -0.002
H 2.367781 4.726872 -2.476311 0.000 0.000 0.001
H 0.054302 5.567158 -0.656734 0.002 0.002 0.003
H 1.587384 6.387585 -0.847985 0.000 0.000 -0.002
H 1.131484 3.618794 0.384289 0.004 -0.001 -0.002
H 1.547728 5.092062 1.237628 -0.001 -0.002 0.001
H 3.807603 5.992334 1.172530 -0.001 0.000 -0.001
H 6.218410 5.462421 0.885097 0.000 0.000 0.000
H 6.845649 3.350746 -0.308541 0.000 -0.001 0.000
H 5.028579 1.894014 -1.157398 -0.003 -0.001 0.000
C 5.035965 -1.993367 -2.613262 0.001 -0.001 0.003
N 4.403681 -0.915735 -3.380390 0.003 0.006 -0.004
C 4.520682 -0.824267 -4.733182 0.004 -0.007 0.006
C 3.918702 0.155750 -5.439269 -0.002 0.004 -0.001
C 3.143454 1.102093 -4.708745 -0.007 0.016 -0.005
N 3.053348 1.018502 -3.383622 -0.009 -0.001 0.002
C 3.655953 0.014276 -2.709496 0.033 0.001 -0.006
O 3.519216 -0.039226 -1.468848 0.052 -0.013 -0.001
N 2.491743 2.093571 -5.313987 -0.003 -0.003 0.001
H 5.638186 -2.591302 -3.290591 0.002 0.001 0.000
H 4.272374 -2.615960 -2.153143 -0.004 -0.002 0.000
H 5.665858 -1.570053 -1.835251 -0.001 0.000 -0.001
H 5.123345 -1.587556 -5.205036 0.000 0.000 -0.001
H 4.018961 0.209992 -6.511854 -0.001 0.000 -0.001
H 2.503072 2.193086 -6.313840 0.001 0.001 0.000
H 1.903888 2.702607 -4.767907 0.001 0.001 -0.001
O 1.440978 -1.797327 0.297024 -0.044 0.054 -0.101
N 1.738527 -2.170954 -0.784066 0.041 -0.115 -0.008
O -0.263352 0.791366 -0.786836 -0.022 0.049 0.076
O 1.326131 -1.971587 -1.882273 -0.010 0.067 0.109
C 1.665881 1.268999 2.234203 -0.005 0.000 0.000
C 0.465553 0.964627 1.393857 -0.016 0.026 -0.028
O -0.591591 0.561831 1.834840 0.012 0.002 0.068
N 0.648638 1.170040 0.012341 -0.051 -0.043 -0.106
Te -2.985341 -0.409541 0.463701 0.027 -0.015 -0.007
C -4.481845 -0.864309 1.844330 0.010 -0.006 0.018
C -5.222888 -2.047824 1.740677 0.000 0.003 0.001
C -5.034993 -3.057207 0.639709 -0.005 -0.002 0.000
C -6.187224 -2.285702 2.712935 -0.002 -0.002 0.003
C -6.420086 -1.399674 3.757575 -0.001 0.000 -0.002
C -7.456321 -1.689263 4.803416 -0.002 0.000 -0.001
C -5.672874 -0.224586 3.814632 -0.002 -0.003 0.001
C -4.704014 0.067345 2.870791 -0.002 0.006 -0.008
C -3.910276 1.342654 2.976188 0.013 -0.002 0.011
C -1.926044 -2.207395 0.500147 -0.013 -0.002 0.001
C -1.586628 -2.826389 1.710782 -0.001 -0.009 0.003
C -1.879292 -2.246906 3.068488 -0.001 0.015 -0.008
C -0.947314 -4.058779 1.639724 -0.002 -0.008 -0.007
C -0.654303 -4.676597 0.430030 0.000 -0.002 0.013
C 0.041038 -6.006984 0.393639 0.003 -0.004 0.001
C -0.995543 -4.021598 -0.749802 -0.007 0.016 -0.005
C -1.623109 -2.784878 -0.741293 0.017 0.006 -0.013
C -1.972132 -2.119024 -2.046230 -0.003 -0.005 0.003
H 2.050273 0.327550 2.629859 0.004 0.000 -0.001
H 1.370921 1.886537 3.081243 -0.004 -0.002 -0.002
H 2.452333 1.756290 1.661655 0.000 -0.003 0.004
H -4.847506 -2.583418 -0.326665 0.002 0.001 -0.001
H -5.930293 -3.666831 0.534122 -0.001 0.000 0.002
H -4.197732 -3.725615 0.849866 -0.002 0.000 -0.004
H -6.782447 -3.188777 2.644101 0.001 0.000 -0.001
H -8.033198 -2.578628 4.558807 0.000 0.000 0.000
H -8.144497 -0.850267 4.909279 -0.001 0.000 0.000
H -6.984228 -1.846679 5.774624 0.000 0.001 -0.001
H -5.855686 0.481489 4.616513 0.001 0.001 0.000
H -4.266981 1.947485 3.807294 -0.002 0.000 0.000
H -4.002550 1.950414 2.071262 -0.007 0.000 -0.002
H -2.847787 1.144333 3.139121 -0.003 0.000 -0.003
H -1.763292 -1.163604 3.087092 -0.001 -0.001 -0.004
H -1.193553 -2.665813 3.803184 -0.002 0.000 0.002
H -2.895139 -2.486929 3.387886 -0.003 -0.001 0.002
H -0.674578 -4.553720 2.564855 0.000 0.000 0.001
H -0.123777 -6.565764 1.313127 -0.003 0.001 -0.001
H 1.119063 -5.871558 0.280001 0.000 0.001 -0.001
H -0.304862 -6.609850 -0.445031 0.001 0.001 0.000
H -0.774261 -4.489638 -1.702673 0.001 -0.003 0.002
H -1.568179 -2.686338 -2.882594 -0.001 -0.001 0.002
H -1.556680 -1.109375 -2.100034 -0.009 0.000 0.001
H -3.053752 -2.054481 -2.188538 -0.002 0.004 -0.008
```
Forces are in eV/Å.

energy relative to the best compared isomer or geometry (same formula, charge and spin): 0.1299 eV
net charge: +2
⟨S²⟩: 8.775
E_tot: -2458.5240 a.u.
spin multiplicity: 6
HOMO-LUMO gap (alpha / beta): 8.2 / 6.4 eV
lowest unoccupied orbital energy (alpha / beta): -4.5 / -6.7 eV